146
Properties=species:S:1:pos:R:3:lowdin_charge:R:1 method="wB97M-V/def2-TZVPD" gap_ev="5.12 / 5.01" total_charge=0 de_lowest_kcal_mol=38.1
Pd -0.1059 -0.2239 -0.4049 0.74
C -1.0660 -2.6415 4.2453 -0.18
Si -0.2844 -0.9742 4.5785 0.30
C 1.4226 -1.2968 5.2963 -0.18
C -1.2699 -0.2866 6.0317 -0.18
N -0.1811 -0.1075 3.1130 -0.24
P -0.3940 1.3743 2.6671 0.71
C -0.2687 1.5670 0.8817 -0.42
P -1.4870 2.2602 -0.1224 0.69
N -1.3834 1.3248 -1.4216 -0.28
Si -2.0177 1.6351 -3.0110 0.34
C -3.8760 1.8416 -3.0589 -0.17
C -1.4816 0.2036 -4.0727 -0.19
C -1.3764 3.2161 -3.7781 -0.17
C -3.1896 2.3405 0.5258 -0.28
C -3.6658 3.4135 1.2830 -0.11
C -4.9904 3.4537 1.6885 -0.08
C -5.8515 2.4112 1.3666 -0.08
C -5.3824 1.3237 0.6444 -0.06
C -4.0570 1.2942 0.2247 -0.10
C -1.1612 4.0004 -0.5622 -0.27
C -2.1743 4.8951 -0.9202 -0.10
C -1.8648 6.1716 -1.3706 -0.07
C -0.5400 6.5708 -1.4818 -0.07
C 0.4782 5.6828 -1.1582 -0.07
C 0.1672 4.4081 -0.7080 -0.10
C 0.8885 2.5186 3.3213 -0.29
C 1.5162 3.4767 2.5310 -0.10
C 2.5335 4.2764 3.0450 -0.08
C 2.9325 4.1241 4.3646 -0.09
C 2.3065 3.1776 5.1678 -0.07
C 1.2935 2.3852 4.6493 -0.08
C -1.9185 2.0177 3.4485 -0.29
C -3.0208 1.1583 3.4948 -0.11
C -4.1622 1.5131 4.1945 -0.09
C -4.2141 2.7283 4.8716 -0.09
C -3.1317 3.5933 4.8232 -0.08
C -1.9879 3.2422 4.1086 -0.08
H -0.7824 -3.3481 5.0357 0.04
H -2.1614 -2.5768 4.2325 0.03
H -0.7339 -3.0591 3.2871 0.00
H 1.3637 -1.4023 6.3870 0.03
H 2.1255 -0.4905 5.0700 0.01
H 1.8427 -2.2289 4.8984 0.01
H -1.2763 -1.0626 6.8073 0.03
H -0.8385 0.6152 6.4774 0.02
H -2.3073 -0.0561 5.7825 0.01
H -4.4401 0.9707 -2.7181 0.02
H -4.1869 2.6941 -2.4426 0.03
H -4.1737 2.0531 -4.0937 0.04
H -0.8771 -0.4795 -3.4708 0.00
H -2.3330 -0.3491 -4.4844 0.04
H -0.8707 0.5434 -4.9163 0.04
H -2.0272 4.0621 -3.5361 0.03
H -0.3673 3.4777 -3.4552 0.01
H -1.3679 3.1020 -4.8682 0.04
H -3.0048 4.2298 1.5438 0.11
H -5.3520 4.2987 2.2629 0.11
H -6.8860 2.4441 1.6895 0.11
H -6.0492 0.5068 0.3924 0.11
H -3.6851 0.4662 -0.3582 0.05
H -3.2121 4.5958 -0.8609 0.10
H -2.6619 6.8521 -1.6437 0.11
H -0.3010 7.5677 -1.8321 0.11
H 1.5143 5.9798 -1.2649 0.11
H 0.9614 3.7086 -0.4900 0.07
H 1.1963 3.6033 1.5106 0.06
H 3.0116 5.0159 2.4132 0.10
H 3.7218 4.7443 4.7707 0.10
H 2.6110 3.0555 6.2002 0.11
H 0.8120 1.6553 5.2846 0.08
H -2.9589 0.1909 3.0044 0.09
H -5.0109 0.8395 4.2180 0.11
H -5.0977 2.9970 5.4396 0.10
H -3.1699 4.5416 5.3465 0.10
H -1.1413 3.9177 4.0875 0.10
C 2.0891 -3.4669 -5.5800 -0.24
Si 0.8159 -3.5087 -4.2159 0.32
C 0.6183 -5.3183 -3.7057 -0.25
C -0.7819 -2.9560 -4.9887 -0.23
Sb 1.5663 -2.4187 -1.9507 1.09
Si 4.0388 -3.1960 -2.3228 0.32
C 5.0376 -2.8701 -0.7796 -0.23
C 5.0761 -2.6455 -3.7788 -0.22
C 3.8532 -5.0656 -2.4037 -0.24
Si -1.7964 -1.8849 -0.7082 0.47
C -1.5614 -3.6854 -1.1369 -0.25
C -3.1946 -1.4714 -1.8435 -0.20
C -2.3631 -1.8269 1.0626 -0.21
H 1.7237 -4.0849 -6.4119 0.04
H 3.0420 -3.8814 -5.2486 0.00
H 2.2604 -2.4547 -5.9587 0.02
H 1.2689 -5.9558 -4.3142 0.03
H -0.4142 -5.6511 -3.8610 0.03
H 0.8671 -5.4951 -2.6556 0.01
H -0.9944 -3.6336 -5.8256 0.04
H -0.7160 -1.9395 -5.3751 0.01
H -1.6241 -2.9973 -4.2936 0.00
H 4.6640 -3.4951 0.0396 0.02
H 4.9986 -1.8282 -0.4487 0.01
H 6.0877 -3.1314 -0.9603 0.04
H 5.5648 -1.6890 -3.5729 0.03
H 4.5157 -2.5360 -4.7058 0.00
H 5.8554 -3.4011 -3.9384 0.04
H 3.2560 -5.4202 -1.5544 0.03
H 4.8394 -5.5447 -2.3437 0.03
H 3.3676 -5.4077 -3.3230 0.01
H -1.5576 -3.8231 -2.2211 0.00
H -2.4474 -4.1922 -0.7276 0.05
H -0.6722 -4.1697 -0.7488 -0.02
H -3.0538 -1.9499 -2.8142 0.03
H -3.3507 -0.4142 -2.0213 -0.04
H -4.0905 -1.8902 -1.3673 0.06
H -2.5993 -2.8458 1.3887 0.05
H -3.2573 -1.2026 1.1497 0.02
H -1.5962 -1.4164 1.7333 -0.02
C 1.7698 1.8818 -2.7059 -0.06
C 2.3346 0.4731 -2.7861 -0.75
C 2.4036 0.0499 -4.2638 -0.07
C 3.7546 0.4627 -2.2091 -0.06
N 1.4722 -0.4352 -2.0315 -0.41
H 2.4998 2.6197 -3.0524 0.09
H 1.4946 2.1013 -1.6754 0.04
H 0.8708 1.9603 -3.3147 0.04
H 2.9661 0.7818 -4.8582 0.09
H 1.3923 -0.0273 -4.6752 0.06
H 2.8962 -0.9199 -4.3582 0.03
H 4.3897 1.1483 -2.7801 0.09
H 4.1943 -0.5326 -2.2702 0.01
H 3.7414 0.7724 -1.1618 0.06
N 2.6058 0.8501 1.1650 0.11
C 2.4911 -0.4586 1.4708 -0.68
N 1.5411 -1.2622 1.0724 0.02
C 1.7554 -2.5462 1.5815 -0.35
C 0.9102 -3.6366 1.4202 -0.08
C 1.2707 -4.8672 1.9426 -0.07
C 2.4674 -5.0260 2.6442 -0.09
C 3.3011 -3.9382 2.8530 -0.10
C 2.9283 -2.7104 2.3209 -0.49
S 3.7618 -1.1932 2.4188 1.09
H 1.7616 1.3204 0.8637 0.00
H 3.2326 1.4005 1.7282 0.09
H -0.0307 -3.4954 0.9183 0.05
H 0.6078 -5.7154 1.8151 0.11
H 2.7430 -5.9975 3.0346 0.10
H 4.2174 -4.0401 3.4225 0.11


145
Properties=species:S:1:pos:R:3:lowdin_charge:R:1 method="wB97M-V/def2-TZVPD" gap_ev=8.34 total_charge=0
C 2.9109 -4.1785 -0.7271 -0.11
C 3.2114 -4.4429 -2.2557 -0.24
C 2.0180 -4.0992 -3.2344 -0.20
C 1.0412 -2.9792 -2.7194 -0.19
C 0.2855 -2.1871 -3.8980 -0.11
C 0.1859 -0.6762 -3.4568 -0.07
C -1.0469 -0.1034 -2.8799 -0.05
C -2.3286 -1.0035 -2.6829 -0.10
C -2.2059 -1.9111 -1.3789 -0.17
N -1.8857 -1.1487 -0.1616 -0.04
C -1.2770 -2.0518 0.8852 -0.20
C -0.0901 -1.3847 1.6595 -0.08
C -3.0547 -0.5949 0.4675 -0.45
C -4.5203 -0.7038 -0.0940 0.01
O -2.9201 0.0225 1.5077 0.04
C -1.0368 1.3390 -2.4821 -0.06
C -2.2836 2.0731 -1.8855 -0.09
C -1.9916 2.4957 -0.3754 -0.14
F -0.9817 1.6365 0.1208 -0.07
C 0.2016 2.1044 -2.6625 0.00
C 1.4458 1.5145 -3.2106 0.01
C 1.4242 0.1240 -3.6254 -0.06
C 2.6988 -0.5310 -4.2449 -0.16
C 3.6391 -1.1884 -3.3325 -0.05
C 4.8103 -1.7537 -4.0521 -0.06
C 4.8282 -1.5742 -5.4931 -0.16
N 3.9562 -0.9330 -6.3072 0.05
C 2.8719 -0.4019 -5.6848 -0.08
C 2.7102 2.4290 -3.3083 -0.29
O 3.4646 2.4298 -4.2481 0.09
C 2.9047 3.3906 -2.0842 -0.02
C 4.2089 3.6733 -1.4872 -0.14
C 5.5327 3.0483 -2.0631 -0.55
Cl 5.3823 1.2206 -2.2093 0.63
C 6.8159 3.3809 -1.1555 -0.66
C 7.6982 4.5477 -1.7608 -0.14
Cl 7.9367 1.9049 -1.2027 0.50
C 4.2104 4.5720 -0.3147 -0.01
C 2.9879 5.1633 0.2331 -0.01
C 1.6639 4.8817 -0.3636 -0.14
C 0.3968 5.5095 0.2878 -0.05
C 1.6705 3.9886 -1.5269 0.00
C 0.3195 3.6235 -2.2496 -0.26
O -0.5438 4.4280 -2.5120 0.09
H 3.9002 -4.2981 -0.1903 0.08
H 2.2518 -4.9786 -0.2829 0.07
H 2.5514 -3.1468 -0.4938 0.06
H 4.1861 -3.9588 -2.5149 0.08
H 3.3926 -5.5547 -2.3504 0.10
H 1.4747 -5.0690 -3.4320 0.11
H 2.4305 -3.7761 -4.2300 0.10
H 1.5419 -2.1889 -2.1003 0.08
H 0.3017 -3.4907 -2.0368 0.10
H -0.7696 -2.5691 -3.8833 0.09
H 0.8010 -2.3231 -4.8773 0.11
H -2.4154 -1.6689 -3.5890 0.11
H -3.2739 -0.4029 -2.6595 0.09
H -1.3267 -2.5847 -1.5884 0.09
H -3.0861 -2.6074 -1.2627 0.12
H -2.0750 -2.3293 1.6362 0.13
H -0.9077 -3.0184 0.4564 0.11
H -0.3870 -0.5520 2.3412 0.07
H 0.7157 -1.0240 0.9670 0.08
H 0.3889 -2.1763 2.3098 0.07
H -4.7784 -1.7054 -0.5190 0.07
H -4.6925 0.0939 -0.8595 0.07
H -5.2015 -0.5377 0.7845 0.09
H -2.5167 3.0173 -2.4522 0.12
H -3.2196 1.4541 -1.9442 0.08
H -1.5663 3.5369 -0.3916 0.09
H -2.9189 2.4750 0.2468 0.11
H 3.4974 -1.2651 -2.2352 0.11
H 5.6084 -2.3063 -3.4992 0.10
H 5.7073 -2.0418 -6.0140 0.11
H 2.0752 0.1257 -6.2676 0.13
H 5.6765 3.4809 -3.0873 0.12
H 6.5962 3.5300 -0.0742 0.08
H 8.7372 4.5133 -1.3315 0.07
H 7.2207 5.5529 -1.5926 0.08
H 7.8186 4.3703 -2.8658 0.08
H 5.1533 4.8275 0.2317 0.10
H 3.0854 5.8082 1.1439 0.11
H 0.1513 4.8776 1.1939 0.09
H -0.5118 5.4786 -0.3598 0.07
H 0.5319 6.5670 0.6228 0.08
C -0.5820 6.6158 5.1271 -0.06
C -1.0780 6.3207 3.7198 -0.49
C -2.4997 6.8140 3.5168 -0.05
O -1.0277 4.9147 3.4835 -0.07
H -1.2042 6.1108 5.8722 0.08
H 0.4369 6.2447 5.2604 0.08
H -0.5928 7.6885 5.3331 0.08
H -0.4176 6.7967 2.9909 0.12
H -3.1878 6.3149 4.2053 0.07
H -2.8419 6.5834 2.5051 0.07
H -2.5724 7.8932 3.6730 0.08
H -1.6096 4.4852 4.1240 0.06
C -0.3444 -7.7371 2.5017 -0.06
C 0.6325 -6.7595 1.8679 -0.50
C 1.8657 -6.5658 2.7369 -0.05
O -0.0139 -5.4999 1.6743 -0.07
H -0.6924 -7.3666 3.4713 0.08
H -1.2292 -7.8571 1.8721 0.08
H 0.1157 -8.7165 2.6477 0.07
H 0.9306 -7.1250 0.8861 0.11
H 1.5947 -6.1553 3.7149 0.08
H 2.5522 -5.8532 2.2744 0.07
H 2.3925 -7.5102 2.8898 0.07
H -0.2820 -5.1671 2.5398 0.08
C -6.1473 4.8903 0.4013 -0.06
C -5.4845 6.0070 1.1936 -0.50
C -6.4892 7.0766 1.5918 -0.06
O -4.4494 6.5968 0.4080 -0.06
H -6.5849 5.2765 -0.5243 0.08
H -5.4111 4.1358 0.1134 0.07
H -6.9348 4.4060 0.9834 0.08
H -5.0151 5.5930 2.0894 0.12
H -6.9385 7.5372 0.7065 0.08
H -5.9965 7.8758 2.1496 0.08
H -7.2870 6.6591 2.2101 0.08
H -4.8539 6.9663 -0.3864 0.09
C 0.6218 -11.0185 0.4921 -0.06
C 1.6737 -10.2280 -0.2705 -0.49
C 2.8902 -11.0849 -0.5838 -0.06
O 2.0743 -9.0970 0.5038 -0.07
H 1.0184 -11.3717 1.4491 0.08
H -0.2410 -10.3886 0.7194 0.07
H 0.2818 -11.8818 -0.0838 0.08
H 1.2442 -9.8466 -1.1996 0.14
H 3.3631 -11.4402 0.3369 0.08
H 3.6411 -10.5024 -1.1216 0.08
H 2.6179 -11.9504 -1.1917 0.08
H 2.4564 -9.4221 1.3285 0.09
C -5.6653 2.2233 5.0429 -0.06
C -4.6225 3.0368 4.2928 -0.49
C -3.3960 2.2066 3.9601 -0.05
O -4.2198 4.1550 5.0799 -0.07
H -5.2630 1.8553 5.9916 0.08
H -6.5330 2.8414 5.2848 0.08
H -5.9993 1.3684 4.4511 0.08
H -5.0606 3.4313 3.3724 0.13
H -2.9154 1.8422 4.8744 0.09
H -2.6558 2.8121 3.4318 0.07
H -3.6521 1.3492 3.3361 0.06
H -3.8265 3.8316 5.8998 0.09


148
Properties=species:S:1:pos:R:3:lowdin_charge:R:1 method="wB97M-V/def2-TZVPD" gap_ev=7.01 total_charge=0
C 0.5862 0.0386 1.0190 -0.11
C -0.3908 1.3436 1.3378 -0.38
O 0.4231 2.5670 1.2516 -0.14
C -1.7400 1.3802 0.3525 -0.12
C -2.1623 -0.2262 0.1611 -0.08
C -1.8437 -1.0483 -1.2262 -0.03
C -2.2791 -2.6623 -1.2550 -0.02
C -2.9665 -3.3117 0.0827 -0.04
C -3.3054 -2.4835 1.4548 0.00
C -2.8862 -0.9026 1.5080 -0.07
N -3.1502 -0.1366 2.7849 0.06
C -4.0140 -3.4956 2.5295 -0.23
O -4.8240 -3.2306 3.5652 -0.03
N -3.5200 -4.8563 1.9944 0.04
C -3.4840 -4.8220 0.4519 -0.23
O -3.7928 -5.8217 -0.4050 -0.04
H 0.1870 -0.9658 1.4842 0.08
H 1.6535 0.2208 1.5198 0.10
H 0.6588 -0.0255 -0.1567 0.01
H -0.7588 1.2117 2.4591 0.11
H 1.3594 2.3124 0.9463 0.10
H -1.5491 1.9197 -0.6681 0.12
H -2.6534 1.9276 0.8601 0.07
H -1.3232 -0.4990 -2.1322 0.10
H -2.1132 -3.3390 -2.1950 0.09
H -3.3825 0.8675 2.6200 0.03
H -3.9520 -0.5250 3.3323 0.08
H -2.4836 -4.7204 2.1943 0.10
C -5.1100 -4.3312 -4.7845 -0.11
C -6.0635 -3.1940 -5.1373 -0.28
C -5.3460 -1.8588 -5.3452 -0.19
C -4.6262 -1.4584 -4.0677 -0.12
N -4.0290 -1.1262 -3.0079 0.14
H -4.5926 -4.1459 -3.8379 0.06
H -5.6624 -5.2697 -4.6738 0.08
H -4.3567 -4.4691 -5.5686 0.08
H -6.8087 -3.0954 -4.3385 0.11
H -6.6054 -3.4556 -6.0528 0.11
H -6.0698 -1.0805 -5.6090 0.11
H -4.6181 -1.9359 -6.1601 0.11
C -0.0921 4.4278 5.3979 -0.11
C -0.5283 5.4759 4.3790 -0.26
C -1.9763 5.2932 3.9202 -0.21
C -2.1380 3.9337 3.2598 -0.09
N -2.2722 2.8059 2.7121 0.12
H -0.1226 3.4178 4.9771 0.07
H 0.9378 4.6147 5.7180 0.07
H -0.7350 4.4518 6.2852 0.08
H 0.1446 5.4311 3.5139 0.08
H -0.4162 6.4713 4.8229 0.11
H -2.2445 6.0756 3.2024 0.10
H -2.6617 5.3642 4.7717 0.06
C 3.2907 -3.2191 -1.0224 -0.12
C 3.0948 -2.9063 -2.5025 -0.27
C 3.5224 -1.4846 -2.8719 -0.21
C 2.6933 -0.4794 -2.0893 -0.11
N 2.0055 0.3546 -1.4400 0.11
H 2.6762 -2.5726 -0.3879 0.06
H 2.9996 -4.2528 -0.8107 0.06
H 4.3396 -3.0933 -0.7303 0.08
H 2.0391 -3.0560 -2.7598 0.11
H 3.6755 -3.6206 -3.0966 0.11
H 3.3756 -1.3147 -3.9438 0.08
H 4.5832 -1.3308 -2.6460 0.10
C -0.4750 7.3208 -1.6677 -0.12
C -0.6799 5.9296 -1.0764 -0.27
C -0.7417 5.9360 0.4523 -0.19
C 0.5632 6.4736 1.0166 -0.17
N 1.6458 6.9196 1.4849 0.10
H 0.4793 7.7563 -1.3549 0.07
H -0.4660 7.2714 -2.7611 0.07
H -1.2804 7.9989 -1.3633 0.08
H 0.1354 5.2777 -1.4131 0.11
H -1.6118 5.5096 -1.4707 0.11
H -0.9032 4.9193 0.8259 0.09
H -1.5704 6.5616 0.8013 0.11
C 7.4079 1.3511 -2.4962 -0.11
C 6.9717 2.3993 -3.5150 -0.29
C 5.5237 2.2165 -3.9738 -0.18
C 5.3620 0.8570 -4.6342 -0.15
N 5.2278 -0.2708 -5.1820 0.11
H 7.3774 0.3411 -2.9170 0.06
H 8.4378 1.5380 -2.1760 0.07
H 6.7650 1.3751 -1.6089 0.08
H 7.6446 2.3544 -4.3801 0.05
H 7.0838 3.3946 -3.0712 0.11
H 5.2555 2.9989 -4.6916 0.12
H 4.8383 2.2875 -3.1223 0.11
C -6.6877 1.6221 3.7354 -0.11
C -6.4934 1.5979 5.2482 -0.27
C -6.5894 2.9867 5.8827 -0.18
C -5.5100 3.8895 5.3080 -0.10
N -4.6146 4.6385 4.8312 0.15
H -5.9084 2.2074 3.2371 0.06
H -6.6397 0.6065 3.3299 0.07
H -7.6620 2.0491 3.4718 0.08
H -5.5164 1.1528 5.4731 0.11
H -7.2539 0.9472 5.6939 0.11
H -6.4573 2.9141 6.9674 0.12
H -7.5718 3.4310 5.6894 0.12
C 10.8374 -0.3515 -4.6409 -0.11
C 10.6415 -0.0388 -6.1211 -0.27
C 11.0691 1.3830 -6.4905 -0.19
C 10.2400 2.3882 -5.7078 -0.13
N 9.5522 3.2221 -5.0586 0.12
H 10.2228 0.2949 -4.0064 0.06
H 10.5463 -1.3852 -4.4292 0.08
H 11.8863 -0.2257 -4.3489 0.08
H 9.5858 -0.1885 -6.3784 0.11
H 11.2222 -0.7531 -6.7151 0.11
H 10.9223 1.5528 -7.5623 0.11
H 12.1298 1.5368 -6.2645 0.12
C 0.6712 -6.3073 4.5718 -0.11
C 0.0191 -5.7725 3.3007 -0.29
C 0.9842 -5.7168 2.1149 -0.19
C 2.1473 -4.7946 2.4424 -0.17
N 3.1122 -4.0296 2.7142 0.11
H 1.4870 -5.6608 4.9104 0.07
H -0.0618 -6.3564 5.3832 0.08
H 1.0724 -7.3148 4.4129 0.07
H -0.3813 -4.7713 3.5019 0.11
H -0.8309 -6.4130 3.0408 0.11
H 0.4663 -5.3405 1.2264 0.11
H 1.3699 -6.7160 1.8854 0.10
C -6.0732 7.6538 3.0408 -0.12
C -7.1556 7.9596 2.0104 -0.28
C -7.3774 6.8128 1.0222 -0.19
C -6.0939 6.5409 0.2547 -0.16
N -5.0291 6.3153 -0.3820 0.10
H -5.0969 7.5035 2.5691 0.06
H -5.9696 8.4879 3.7420 0.07
H -6.3214 6.7539 3.6151 0.06
H -6.8798 8.8713 1.4664 0.11
H -8.0954 8.1684 2.5333 0.11
H -8.1708 7.0751 0.3144 0.11
H -7.6812 5.9028 1.5507 0.11
C 4.1068 -9.0351 -0.0279 -0.12
C 3.5869 -10.4403 -0.3144 -0.28
C 2.0593 -10.5115 -0.3608 -0.19
C 1.4845 -10.0873 0.9809 -0.16
N 1.0077 -9.7353 2.0939 0.11
H 3.7841 -8.6772 0.9550 0.07
H 5.2013 -9.0266 -0.0327 0.07
H 3.7567 -8.3251 -0.7859 0.08
H 3.9680 -11.1230 0.4550 0.11
H 3.9905 -10.7797 -1.2746 0.11
H 1.7376 -11.5346 -0.5823 0.11
H 1.6671 -9.8549 -1.1449 0.12